{
  "formula": "CHClFNO2",
  "method": "ωB97M-V/def2-TZVPD",
  "lumo_ev": [-0.217, -1.900],
  "multiplicity": 1,
  "charge": 0,
  "e_tot_ha": -803.7903,
  "orbital_gap_ev": [10.577, 5.966],
  "mol_weight_g_mol": 113.5,
  "de_lowest_kj_mol": 247.88,
  "elements": ["C", "N", "O", "O", "F", "Cl", "H"],
  "coordinates": [[-0.13990, -1.17931, -1.21717], [-0.03346, 1.85578, 1.69125], [-0.77150, 1.11235, 1.13210], [1.02226, 1.79024, 2.23669], [-0.99691, -1.99461, -1.86854], [1.43103, -1.14039, -1.57842], [-0.51152, -0.44406, -0.39591]]
}

{
  "formula": "C7H16O6",
  "method": "ωB97M-V/def2-TZVPD",
  "lumo_ev": [-2.411, -1.919],
  "s_squared": 2.986,
  "multiplicity": 3,
  "charge": 0,
  "e_tot_ha": -727.4295,
  "orbital_gap_ev": [7.443, 8.341],
  "mol_weight_g_mol": 196.2,
  "de_lowest_kj_mol": 28.62,
  "elements": ["O", "O", "H", "O", "H", "C", "C", "C", "C", "O", "O", "C", "C", "C", "O", "H", "H", "H", "H", "H", "H", "H", "H", "H", "H", "H", "H", "H", "H"],
  "coordinates": [[3.18175, -1.49811, -2.68358], [3.05386, -2.72260, -2.57690], [-2.73579, -1.76876, 2.03665], [-2.02331, -1.53076, 2.71117], [-0.76783, -1.10826, 0.71515], [-0.38221, -0.49159, -0.18826], [1.11981, -1.08256, 0.25108], [1.00122, -2.59091, 0.23685], [2.22658, -3.30375, 0.78323], [-0.94951, -0.89126, -1.22208], [-0.22026, 0.91942, 0.09073], [-1.41162, 1.61324, -0.11350], [-1.28373, 3.14653, 0.08957], [-0.64783, 3.80788, -1.10748], [-2.57136, 3.71186, 0.21341], [1.87141, -0.68922, -0.45300], [1.28037, -0.67798, 1.26242], [0.12541, -2.87238, 0.85011], [0.77821, -2.85735, -0.80884], [2.01918, -4.37116, 0.70460], [3.12561, -3.05707, 0.21420], [2.37284, -3.03725, 1.83631], [-1.82342, 1.44703, -1.12387], [-2.12488, 1.25572, 0.63482], [-0.66817, 3.36240, 0.97135], [0.33426, 3.40684, -1.36200], [-1.29583, 3.69246, -1.97354], [-0.53382, 4.87748, -0.95299], [-3.05095, 3.31009, 0.96441]]
}

{
  "formula": "C28H21CrNO7",
  "method": "ωB97M-V/def2-TZVPD",
  "lumo_ev": [1.610, 0.502],
  "s_squared": 3.807,
  "multiplicity": 4,
  "charge": -1,
  "e_tot_ha": -2705.3266,
  "orbital_gap_ev": [3.211, 5.762],
  "mol_weight_g_mol": 535.5,
  "de_lowest_kj_mol": 0.00,
  "elements": ["O", "C", "Cr", "C", "O", "C", "O", "C", "C", "C", "C", "C", "C", "C", "C", "C", "C", "C", "C", "C", "C", "C", "H", "H", "H", "H", "H", "H", "H", "H", "H", "H", "H", "C", "C", "O", "C", "C", "C", "C", "C", "C", "N", "O", "O", "C", "C", "O", "H", "H", "H", "H", "H", "H", "H", "H", "H", "H"],
  "coordinates": [[-7.18515, 0.89529, -1.67333], [-6.28741, 1.48408, -1.21883], [-4.90115, 2.25915, -0.15395], [-4.82658, 0.50964, 0.55881], [-4.89764, -0.57770, 0.97456], [-6.29612, 2.49046, 1.13253], [-7.20329, 2.43706, 1.86280], [-4.58341, 4.24741, -1.00823], [-4.11667, 3.26921, -1.89586], [-3.22344, 2.28713, -1.45313], [-2.71821, 2.28760, -0.12774], [-1.91737, 1.16740, 0.34147], [-1.26870, 0.15366, 0.60357], [-0.52873, -0.91628, 1.02119], [-0.64410, -2.19865, 0.39304], [-0.06453, -3.38346, 0.93717], [-0.19633, -4.60367, 0.28122], [-0.89799, -4.69097, -0.93496], [-1.49218, -3.54150, -1.47245], [-1.38697, -2.32243, -0.81207], [-3.26869, 3.23876, 0.76849], [-4.15039, 4.23345, 0.32253], [-5.28532, 5.01027, -1.35135], [-4.47098, 3.24349, -2.92802], [-2.88310, 1.49569, -2.12723], [0.11853, -0.83431, 1.89554], [0.47285, -3.31125, 1.88738], [0.25430, -5.50162, 0.70631], [-0.97511, -5.64135, -1.46423], [-2.03566, -3.58537, -2.41577], [-1.86945, -1.42606, -1.20449], [-2.97184, 3.19039, 1.81928], [-4.52036, 4.97935, 1.02861], [1.99650, 4.41938, -0.50760], [2.68972, 3.37112, 0.32066], [2.60838, 2.13739, -0.41996], [3.09473, 1.07604, 0.28801], [3.25106, -0.09224, -0.55294], [3.91605, -1.24028, -0.13086], [4.29106, -1.44407, 1.24969], [4.99171, -2.55444, 1.65561], [5.33028, -3.55858, 0.72571], [5.97316, -4.73426, 1.19735], [6.30717, -5.62754, 0.38746], [6.17557, -4.82888, 2.43274], [4.98476, -3.40637, -0.63971], [4.28614, -2.29284, -1.05768], [3.35615, 1.19961, 1.49204], [2.21631, 5.41004, -0.10702], [2.33530, 4.37858, -1.54578], [0.91187, 4.27352, -0.48650], [3.74794, 3.63580, 0.46414], [2.20979, 3.25913, 1.30103], [2.92433, -0.00743, -1.58217], [4.02918, -0.67691, 1.97162], [5.29297, -2.67916, 2.69058], [5.28633, -4.19095, -1.32939], [4.01474, -2.17154, -2.10993]]
}

{
  "formula": "C4H9O4",
  "method": "ωB97M-V/def2-TZVPD",
  "lumo_ev": [6.614, 6.487],
  "s_squared": 0.754,
  "multiplicity": 2,
  "charge": -2,
  "e_tot_ha": -458.5854,
  "orbital_gap_ev": [6.611, 6.484],
  "mol_weight_g_mol": 121.1,
  "elements": ["O", "C", "O", "C", "C", "C", "O", "H", "H", "H", "H", "H", "H", "H", "H", "H", "O"],
  "coordinates": [[2.21843, 0.66472, 0.17140], [0.94598, 0.13982, 0.53757], [1.19252, -1.30038, 0.77249], [-0.16297, 0.33044, -0.36286], [-1.45326, -0.38024, 0.13602], [-2.42298, 0.71393, 0.80419], [-1.32683, -1.52036, 0.95672], [0.06046, 0.10026, -1.43111], [0.86794, 0.70246, 1.52334], [-1.95688, -0.69786, -0.77899], [-1.85808, 1.12237, 1.61329], [-2.38158, 1.58378, 0.15709], [-3.44521, 0.41501, 1.18222], [0.18980, -1.66648, 0.81270], [3.74515, -0.49015, -3.07080], [2.51935, 0.26277, -0.66873], [3.26818, 0.01992, -2.35453]]
}

{
  "formula": "C9H20AlClO6PS",
  "method": "ωB97M-V/def2-TZVPD",
  "lumo_ev": 2.750,
  "multiplicity": 1,
  "charge": -1,
  "e_tot_ha": -2248.6986,
  "orbital_gap_ev": 7.976,
  "mol_weight_g_mol": 349.7,
  "de_lowest_kj_mol": 8.76,
  "elements": ["C", "C", "C", "O", "C", "O", "Al", "C", "C", "C", "Cl", "P", "O", "O", "C", "S", "C", "O", "O", "H", "H", "H", "H", "H", "H", "H", "H", "H", "H", "H", "H", "H", "H", "H", "H", "H", "H", "H", "H"],
  "coordinates": [[-2.95190, 0.59337, -1.10703], [-2.18012, 0.77304, -2.41366], [-0.87260, 1.57094, -2.26564], [0.25831, 0.90141, -2.81394], [0.96228, 0.03700, -1.95249], [0.14185, -0.62284, -1.06174], [0.98872, -1.02022, 0.43739], [-0.05758, -0.57592, 2.06838], [-1.37620, -1.37206, 2.20941], [-1.45803, -2.23398, 3.45220], [-0.44253, -3.70965, 3.31649], [1.63989, -3.32449, 0.23961], [2.75593, -3.51698, -0.75928], [2.29816, 0.12303, 0.08652], [2.16943, 0.70250, -1.16331], [2.26674, 2.54370, -0.91224], [1.73435, 2.78351, 0.77079], [1.37512, 3.30474, -1.75646], [3.67981, 2.85752, -0.96053], [-2.25177, 0.40757, -0.29368], [-3.53442, 1.48371, -0.85348], [-3.63181, -0.26001, -1.15315], [-1.91885, -0.20484, -2.81332], [-2.82224, 1.26980, -3.14894], [-0.70488, 1.83475, -1.21636], [-0.91790, 2.51078, -2.81614], [1.45102, -0.68090, -2.62448], [-0.29544, 0.49203, 2.01963], [0.55988, -0.71128, 2.96527], [-1.55251, -2.02614, 1.34697], [-2.23130, -0.68968, 2.25044], [-2.46955, -2.58265, 3.65153], [-1.08751, -1.69721, 4.32422], [0.50464, -4.12803, -0.07146], [1.93492, -3.92002, 1.49756], [3.09362, 0.56556, -1.73735], [1.29424, 3.77896, 0.79074], [1.02888, 2.01574, 1.06886], [2.61937, 2.72723, 1.39869]]
}

{
  "formula": "C15H20N4O3S",
  "method": "ωB97M-V/def2-TZVPD",
  "lumo_ev": 0.471,
  "multiplicity": 1,
  "charge": 0,
  "e_tot_ha": -1426.1257,
  "orbital_gap_ev": 8.677,
  "mol_weight_g_mol": 336.4,
  "de_lowest_kj_mol": 1275.84,
  "smiles": "CCNC(=O)NC(=O)CSc1nc2ccccc2n1CCOC",
  "elements": ["C", "C", "N", "C", "O", "N", "C", "O", "C", "S", "C", "N", "C", "C", "C", "C", "C", "C", "N", "C", "C", "O", "C", "H", "H", "H", "H", "H", "H", "H", "H", "H", "H", "H", "H", "H", "H", "H", "H", "H", "H", "H", "H"],
  "coordinates": [[-5.99171, -1.18975, 0.49423], [-4.73832, -0.79020, 1.14428], [-3.78126, -0.36862, 0.13041], [-2.69193, -0.88098, 0.07917], [-2.31583, -1.93024, 0.72073], [-1.85275, -0.12780, -1.06344], [-2.13845, 1.00485, -1.73270], [-3.06606, 1.59342, -1.57422], [-1.01322, 1.57426, -2.55648], [0.48887, 2.16372, -1.63105], [1.29768, 0.59851, -1.37646], [0.76183, -0.62309, -1.30295], [1.84848, -1.60533, -0.92824], [1.79776, -2.88319, -0.83965], [3.07534, -3.31548, -0.47282], [4.02904, -2.62096, 0.14886], [4.00445, -1.29144, -0.10802], [2.79573, -0.58845, -0.37116], [2.56226, 0.75061, -0.67492], [3.22069, 1.84381, -0.10434], [2.99710, 1.87390, 1.19865], [1.64716, 2.47700, 1.28597], [1.10334, 2.45914, 2.75440], [-6.33311, -0.34928, -0.10755], [-5.63027, -1.85732, -0.35429], [-6.87254, -1.64540, 1.12800], [-4.97723, -0.09110, 2.09084], [-4.46658, -1.54335, 1.89908], [-4.15957, 0.76338, -0.16122], [-0.92518, -0.54714, -1.07201], [-0.69308, 0.61701, -3.24420], [-1.27590, 1.98792, -3.34875], [0.98766, -3.38737, -0.98824], [3.04981, -4.49238, -0.51518], [4.96835, -2.97376, 0.46133], [4.86158, -0.77451, 0.33274], [4.35292, 1.80436, -0.66403], [3.03779, 2.67567, -0.87767], [3.29476, 1.21809, 1.82290], [3.55477, 2.79187, 1.52974], [1.72302, 3.30986, 3.18185], [0.12421, 2.79671, 2.54678], [1.33836, 1.57306, 3.11962]]
}